Record 1
Molecular formula: C38H39F5GeN3OOsTe
Method: DFT, wB97M-V/def2-TZVPD

Atoms and positions in Å:
Os  0.3470  -0.8563  0.4821
C  4.8440  -0.3479  1.9262
N  4.0036  -0.4230  0.7492
C  3.9669  -1.7243  0.1959
C  3.2282  0.6029  0.2410
N  2.0608  0.4615  -0.2788
N  3.7810  1.8543  0.3173
C  2.9463  2.9785  0.4998
C  5.0696  2.0800  -0.2450
H  4.5853  0.5256  2.4858
H  5.9234  -0.3430  1.6248
H  4.7445  -1.3389  2.4746
H  4.9326  -2.1879  0.3127
H  3.8528  -1.6967  -0.8994
H  3.3058  -2.3876  0.7118
H  1.7220  1.1934  -0.9066
H  2.6366  3.4001  -0.4871
H  3.5016  3.8123  0.9383
H  2.0993  2.6631  1.1468
H  5.2789  1.1681  -0.7170
H  5.8822  2.2220  0.5506
H  5.1302  2.8744  -0.9672
F  -0.8484  -1.5519  -2.2601
Te  0.8850  0.0569  4.0461
F  -1.0169  -0.0492  3.9001
F  0.7826  -1.9707  3.9103
F  2.8722  0.0255  4.1452
F  0.9074  -0.5578  5.8974
O  1.2293  -0.1941  2.0629
C  3.9455  -5.0987  0.1835
C  3.0947  -4.6757  -0.8642
C  1.8037  -4.2592  -0.5311
C  1.3300  -4.1599  0.7771
C  2.1747  -4.7346  1.7816
C  3.5193  -5.0798  1.5149
C  -0.0978  -3.6377  1.0562
C  -0.7518  -2.4870  0.8919
C  -2.1664  -2.4487  1.2893
C  -3.1084  -2.1954  0.3178
C  -4.4670  -2.0660  0.5884
C  -4.8587  -2.1512  1.8835
C  -3.9179  -2.4664  2.9070
C  -2.5754  -2.6069  2.6392
H  4.9964  -5.5585  0.1256
H  3.4116  -4.5906  -1.9203
H  1.1055  -3.8451  -1.2124
H  1.7238  -4.6888  2.7869
H  4.0586  -5.4578  2.3146
H  -0.6855  -4.4806  1.4893
H  -2.7471  -2.0670  -0.6566
H  -5.1870  -1.7285  -0.1073
H  -5.8380  -2.0400  2.1895
H  -4.3320  -2.4670  3.9078
H  -1.8536  -2.9277  3.4549
C  -0.6118  -0.5099  -1.2920
Ge  -1.4123  1.1717  -1.4941
C  -1.5820  2.4054  0.0014
C  -1.8092  3.7292  -0.2765
C  -1.9560  4.6511  0.7601
C  -1.9952  4.2317  2.0471
C  -1.8506  2.8601  2.3404
C  -1.5714  1.9338  1.3166
C  -0.7312  2.3142  -2.9225
C  -1.3511  2.2940  -4.1382
C  -0.9874  3.1028  -5.1922
C  0.0772  3.9582  -4.9772
C  0.7356  4.0254  -3.7304
C  0.3479  3.1772  -2.7176
C  -3.3020  0.8068  -1.9739
C  -3.4747  -0.1427  -3.0042
C  -4.7566  -0.6298  -3.1545
C  -5.8177  -0.2346  -2.3750
C  -5.6159  0.7677  -1.4191
C  -4.3379  1.3020  -1.1604
H  -1.6624  4.1193  -1.2706
H  -2.0336  5.6874  0.3940
H  -2.1593  4.9099  2.8298
H  -1.7463  2.4994  3.3441
H  -1.4570  0.9153  1.7056
H  -2.1436  1.6001  -4.2108
H  -1.6487  3.2355  -6.0902
H  0.2989  4.6149  -5.7680
H  1.3966  4.8495  -3.5840
H  0.7277  3.2626  -1.6718
H  -2.5414  -0.3926  -3.5586
H  -4.8510  -1.4706  -3.8719
H  -6.7763  -0.6675  -2.3579
H  -6.3902  1.2129  -0.8609
H  -4.2421  2.0397  -0.3314

Forces on the atoms, in the same order (eV/Å):
Os 1.45 0.25 -0.69
C 0.94 -1.18 -0.43
N -0.69 1.39 -0.74
C 0.30 -0.55 -1.32
C 1.01 -0.22 0.75
N -1.48 -1.43 -0.75
N 0.50 0.06 0.60
C -1.05 0.88 -0.32
C 1.54 -0.17 2.05
H -0.06 0.14 0.71
H -0.56 0.31 0.12
H -0.34 1.56 -0.18
H 0.70 -0.04 0.21
H -0.67 -0.05 0.44
H -0.88 -0.35 0.03
H 0.59 -0.05 0.36
H -0.41 -0.27 0.49
H 0.04 -0.26 0.42
H 0.31 0.61 -0.57
H 0.96 -1.16 -0.98
H -0.96 0.11 -0.95
H -0.32 0.53 -0.27
F 0.04 1.39 0.83
Te 1.70 -1.67 -0.79
F -1.50 -0.41 -0.20
F 0.22 1.93 -0.04
F 0.07 -0.41 0.09
F -0.15 0.24 0.21
O -0.77 0.28 1.32
C 1.47 -0.73 0.28
C 0.39 -0.17 0.43
C 0.24 0.78 0.67
C 0.32 -0.54 0.51
C -0.85 1.75 -0.02
C -3.51 0.35 -1.64
C 0.91 -2.70 0.57
C 0.95 -0.14 0.23
C -0.34 0.12 0.94
C -0.53 0.08 0.32
C 0.81 0.33 0.43
C 2.33 -0.99 1.58
C -1.10 0.67 -0.57
C 0.77 -0.81 0.30
H -1.57 1.05 -0.86
H -0.05 -0.37 0.79
H -0.20 0.16 -1.29
H 0.72 -0.25 -0.28
H 1.37 -0.58 1.17
H 0.21 0.56 -0.19
H 0.35 0.21 -1.39
H -0.38 -0.04 -1.10
H -2.05 0.38 0.38
H 0.35 -0.31 0.18
H -0.80 0.85 -1.23
C 0.78 -1.68 0.31
Ge -1.56 0.82 -0.85
C 0.64 -1.95 0.09
C 0.82 0.64 0.54
C -0.26 0.72 -2.21
C -0.09 -1.71 0.62
C 0.99 0.23 -1.04
C -1.00 1.28 1.46
C 1.06 -0.15 0.51
C -0.29 -0.43 -0.35
C -0.48 0.78 -0.46
C -0.27 -0.40 0.83
C -0.73 -0.03 -1.08
C -0.28 0.15 1.09
C 1.18 0.49 0.64
C 0.17 1.59 1.35
C 0.47 -2.24 -1.70
C 0.76 1.56 1.32
C 1.59 0.38 -0.38
C -0.77 -0.95 -0.97
H -0.37 -0.11 -0.29
H -0.07 -0.30 0.86
H -0.09 0.88 1.03
H -0.38 0.03 0.50
H 0.11 0.14 -0.85
H -1.02 -0.34 -0.51
H 0.98 -0.52 0.78
H 0.61 0.98 -0.67
H 0.76 0.17 0.21
H 0.03 0.07 -1.02
H -1.34 -0.43 0.20
H -0.38 0.61 0.38
H -0.98 -0.68 -0.66
H -1.24 -0.05 0.60
H 0.34 -0.66 -0.88

Results
HOMO-LUMO gap (spin up / spin down) ... 6.3 / 6.8 eV
Expectation value of S² ... 6.03
Total charge ... -1
Spin multiplicity ... 5

Record 2
Molecular formula: C4H8BrN2
Method: DFT, wB97M-V/def2-TZVPD

Atoms and positions in Å:
C  -1.2209  -1.1780  -0.1030
C  0.4322  0.0474  1.1822
C  1.2385  0.4622  0.0683
C  0.5077  1.3344  -0.8850
N  -0.4075  -1.5332  -0.9327
N  -0.9350  -0.2166  0.7903
Br  2.9832  -0.1217  -0.0322
H  -2.2242  -1.5959  -0.0352
H  0.6239  -0.8799  1.7407
H  0.3326  0.9380  1.9195
H  1.1075  1.5061  -1.8036
H  0.3676  2.2732  -0.2897
H  -0.4367  0.8304  -1.1213
H  -0.6734  -2.1192  -1.6943
H  -1.6955  0.2529  1.1959

Forces on the atoms, in the same order (eV/Å):
C -3.04 -0.17 1.08
C -2.33 -0.18 2.74
C 0.37 -0.80 -1.31
C 1.71 0.23 -0.54
N 3.76 -0.06 -2.23
N 0.07 0.51 0.47
Br -1.13 0.73 -0.07
H -0.33 0.33 0.03
H 1.55 0.61 -0.10
H 0.66 -1.28 -0.96
H -0.49 0.17 0.67
H -0.16 -0.38 -0.69
H 0.35 0.62 0.05
H -0.28 -0.85 -0.02
H -0.73 0.53 0.87

Results
HOMO-LUMO gap ... 7.6 eV
Total charge ... +1
Spin multiplicity ... 1

Record 3
Molecular formula: C17H29F5N4O6P2S
Method: DFT, wB97M-V/def2-TZVPD

Atoms and positions in Å:
C  1.6782  4.1270  -1.3041
C  0.7621  3.6129  -2.4676
P  0.4139  1.7558  -2.3727
C  0.1254  1.2581  -4.1570
C  -1.1590  1.5163  -1.3219
C  -2.3761  1.6315  -2.3356
O  -2.3217  2.8954  -3.0226
C  -3.5779  3.3679  -3.2957
F  -3.4625  4.4763  -4.0585
F  -4.2793  2.4013  -3.9312
F  -4.2048  3.7826  -2.1579
O  -1.3077  0.2251  -0.7447
C  -0.3102  -0.1778  0.1913
C  0.8238  -1.0713  -0.4623
C  0.2541  -2.0237  -1.5562
O  0.0541  -3.1578  -1.3677
F  -0.0853  -1.5483  -2.8118
C  -1.0881  -1.0508  1.3152
C  -2.6456  -0.9891  1.1986
C  -3.2631  0.3802  1.6533
F  -3.1067  0.4146  3.0684
O  -0.7164  -2.4311  1.3051
C  0.0251  -2.7808  2.4740
N  -0.8198  -2.7988  3.6908
C  0.4782  -4.2778  2.2397
C  1.9368  -4.3927  1.6826
S  3.1377  -3.8840  2.9947
C  4.1052  -2.6134  2.1688
N  5.2954  -2.0958  2.5341
N  5.6339  -1.2012  1.6023
C  4.7243  -1.1062  0.6427
O  3.7405  -1.9926  1.0237
P  0.5943  1.1977  1.1248
N  -0.4949  1.9947  2.2423
O  1.7579  0.4078  2.0689
H  2.4037  3.3581  -0.9410
H  2.3111  4.9604  -1.7135
H  1.1064  4.5852  -0.4578
H  -0.1644  4.2188  -2.5982
H  1.3487  3.7326  -3.4179
H  -0.5913  0.4260  -4.3061
H  1.1304  1.0260  -4.5912
H  -0.2248  2.1702  -4.7124
H  -1.3337  2.3734  -0.6122
H  -2.3542  0.7611  -3.0394
H  -3.3358  1.5095  -1.7648
H  1.4121  -1.6271  0.3011
H  1.5790  -0.4345  -1.0009
H  -0.8347  -0.6257  2.3244
H  -3.0390  -1.7303  1.9439
H  -3.0453  -1.3270  0.2132
H  -4.3687  0.4034  1.4863
H  -2.7665  1.2552  1.1847
H  0.9214  -2.1235  2.6242
H  -0.9192  -1.8505  4.0739
H  -0.2536  -3.2733  4.4033
H  -0.2336  -4.7018  1.4946
H  0.3757  -4.8716  3.1771
H  2.0259  -3.7440  0.7842
H  2.0824  -5.4510  1.3593
H  4.7233  -0.4820  -0.2618
H  0.0867  2.4606  2.9464
H  -0.9626  2.7012  1.6663
H  2.5986  0.4486  1.5804

Forces on the atoms, in the same order (eV/Å):
C 0.28 0.75 -0.33
C 0.06 -0.11 -0.21
P 1.51 -0.19 0.63
C -0.36 1.33 -0.49
C -1.63 1.28 -2.47
C -0.21 -1.55 1.28
O -0.93 -0.05 0.22
C 1.21 0.52 0.14
F -0.19 -1.21 0.23
F -0.25 1.18 0.48
F -0.07 -0.83 -0.89
O 1.00 0.98 0.10
C -0.54 -2.23 1.99
C 0.38 1.10 -1.47
C -0.18 0.56 0.79
O 0.02 -1.47 0.07
F 0.63 0.71 1.11
C -0.66 0.23 -0.05
C -0.56 0.14 0.62
C -0.05 -1.25 0.12
F 0.04 0.41 -0.94
O 0.49 0.81 0.87
C 0.23 -1.75 0.32
N 0.69 0.55 0.06
C 0.17 0.65 -0.21
C -1.16 -0.08 -0.36
S 0.49 0.85 -1.17
C 2.00 1.52 -0.41
N -2.13 -1.69 0.21
N 0.38 1.83 -2.07
C 1.10 -1.75 3.67
O -1.91 -0.49 -1.40
P 2.04 1.96 -1.64
N 0.51 -1.23 -0.13
O -1.51 -0.12 -0.21
H -0.87 0.48 -0.18
H -0.58 -0.61 0.37
H 0.43 -0.72 -0.58
H 0.67 -0.37 0.20
H -0.58 -0.29 0.69
H 0.64 0.46 0.14
H -0.87 -0.13 0.55
H 0.00 -0.92 0.32
H 0.58 -0.80 -0.30
H 0.16 0.91 0.35
H 0.77 0.37 -0.42
H -0.94 0.06 -0.65
H -0.82 -0.12 0.52
H -0.20 -0.22 -0.88
H 0.45 0.56 -0.60
H 0.56 0.47 0.58
H 0.94 0.03 -0.09
H -0.35 -0.46 0.54
H -0.63 -0.23 -0.44
H -0.15 -0.31 -0.32
H -0.40 0.08 -0.26
H 0.56 0.22 0.49
H 0.10 0.45 -0.61
H 0.14 -0.42 0.67
H 0.37 0.86 0.40
H -0.32 -0.68 0.64
H -0.35 -0.09 -0.27
H 0.24 -0.08 0.45
H -0.45 0.18 0.25

Results
HOMO-LUMO gap ... 8.2 eV
SMILES ... CCP(C)[C@@H](COC(F)(F)F)O[C@](CC(=O)F)([C@@H](CCF)O[C@@H](N)CCSc1nnco1)P(N)O
Total charge ... 0
Spin multiplicity ... 1

Record 4
Molecular formula: C14H40BrO6
Method: DFT, wB97M-V/def2-TZVPD

Atoms and positions in Å:
Br  -0.6492  0.4309  -0.7712
C  -2.0359  -2.5989  1.5705
C  -3.1855  -2.6351  0.5729
C  -4.4560  -3.1534  1.2294
O  -3.5010  -1.3085  0.1221
H  -1.1323  -2.1685  1.1341
H  -1.7972  -3.6243  1.8707
H  -2.3184  -1.9917  2.4294
H  -2.9146  -3.2239  -0.3100
H  -5.2582  -3.1911  0.4914
H  -4.7245  -2.4871  2.0462
H  -4.2964  -4.1684  1.6012
H  -2.6813  -0.9308  -0.2392
C  1.5427  -3.7291  0.4329
C  2.4287  -2.4858  0.3581
C  2.7823  -2.0934  -1.0609
O  1.7896  -1.3900  1.0182
H  1.2311  -3.8942  1.4633
H  2.1221  -4.5959  0.1009
H  0.6450  -3.5928  -0.1705
H  3.3271  -2.6307  0.9648
H  3.2370  -2.8949  -1.6519
H  3.4759  -1.2519  -1.0870
H  1.8792  -1.7892  -1.5993
H  1.1916  -0.9291  0.4124
C  2.0492  2.8757  -3.2757
C  1.6411  1.6387  -4.0770
C  2.4038  0.4007  -3.6033
O  0.2464  1.4177  -3.9640
H  3.1164  3.0795  -3.3990
H  1.8241  2.7124  -2.2213
H  1.4772  3.7289  -3.6411
H  1.8479  1.7885  -5.1394
H  2.2147  0.2326  -2.5399
H  3.4832  0.5108  -3.7380
H  2.0461  -0.4890  -4.1238
H  0.0402  1.1523  -3.0511
C  -0.7426  0.9374  4.9551
C  -1.0198  0.6365  3.4973
C  -2.4677  0.8507  3.1019
O  -0.1509  1.4458  2.7214
H  -1.0227  1.9554  5.2301
H  0.3186  0.7884  5.1580
H  -1.3027  0.2498  5.5940
H  -0.7894  -0.4229  3.3084
H  -2.7350  1.9120  3.1360
H  -3.1564  0.3405  3.7842
H  -2.6675  0.5093  2.0845
H  -0.2846  1.1943  1.7953
C  -1.7713  3.8772  -2.2881
O  -2.4980  3.2483  -1.2513
H  -0.7181  3.9866  -2.0041
H  -1.7886  3.3151  -3.2254
H  -2.2063  4.8672  -2.4143
H  -2.0842  2.3846  -1.0761
C  3.3663  1.9029  -0.0717
O  2.0810  2.1208  0.4779
H  3.7799  2.8378  -0.4613
H  4.0049  1.5163  0.7253
H  3.3468  1.1867  -0.8961
H  1.4163  1.6382  -0.0362

Forces on the atoms, in the same order (eV/Å):
Br 0.23 -0.11 0.02
C 0.08 -0.29 -0.37
C -0.21 0.91 0.15
C 0.31 -0.34 -0.52
O 0.22 -0.37 0.06
H -0.05 0.06 -0.03
H 0.02 0.10 0.21
H -0.01 -0.10 0.11
H -0.01 -0.28 0.11
H -0.09 0.11 0.11
H -0.09 -0.01 0.06
H -0.04 0.05 0.13
H -0.12 0.19 0.01
C 0.48 0.16 0.06
C -0.51 0.48 0.38
C 0.12 -0.04 -0.46
O 0.20 -0.14 0.06
H 0.01 0.01 0.04
H -0.24 -0.07 -0.12
H 0.03 -0.09 -0.14
H 0.10 -0.25 -0.18
H -0.02 -0.13 0.23
H -0.04 0.03 0.15
H -0.04 -0.02 0.11
H -0.15 0.00 -0.09
C -0.06 -0.20 -0.48
C 0.16 -0.30 0.60
C -0.10 0.07 0.08
O -0.06 0.05 -0.31
H -0.02 0.03 0.10
H 0.02 0.11 0.04
H 0.03 0.08 0.12
H -0.12 0.10 -0.04
H -0.03 0.11 -0.06
H -0.03 -0.04 -0.07
H 0.10 0.03 -0.12
H -0.01 -0.01 0.02
C 0.02 -0.24 0.13
C -0.02 -0.13 -0.20
C -0.47 0.36 0.07
O -0.17 -0.11 0.06
H 0.03 0.07 -0.13
H 0.01 0.10 0.01
H -0.03 0.02 -0.02
H 0.13 0.03 0.11
H 0.19 0.00 0.04
H 0.10 -0.16 -0.07
H 0.05 -0.09 0.02
H 0.15 0.15 -0.06
C 0.27 -0.16 0.39
O -0.11 -0.20 -0.07
H 0.02 0.12 -0.05
H -0.16 0.05 -0.07
H 0.02 0.03 -0.18
H -0.06 0.20 0.01
C -0.30 -0.09 0.18
O 0.03 0.13 -0.28
H 0.06 0.04 0.06
H 0.19 -0.01 -0.12
H 0.06 -0.06 0.07
H -0.03 0.03 0.12

Results
HOMO-LUMO gap ... 9.4 eV
Total charge ... -1
Spin multiplicity ... 1